1.
A molecular structure, C31H41ClN6O8S2Si2V. Source: the OMol25 dataset; level of theory: ωB97M-V with the def2-TZVPD basis set.

Last column: Löwdin spin population.
CARTESIAN COORDINATES (ANGSTROEM)
V 0.5213 -0.1695 -0.5355  1.9778
C -1.5734 -4.7666 -1.3904  -0.0016
Si -1.6091 -2.8803 -1.5436  -0.0043
C -3.4379 -2.4471 -1.5934  0.0003
C -0.8736 -2.5881 -3.2426  0.0000
C -0.6746 -2.0616 -0.1341  -0.0329
C 0.6053 -2.7822 0.1008  0.0050
C 0.8565 -4.0685 0.6009  -0.0010
C 2.1646 -4.4789 0.7595  0.0049
C 3.2145 -3.6239 0.4314  -0.0011
C 2.9020 -2.3689 -0.0453  0.0021
N 1.6387 -1.9931 -0.2037  -0.0113
Si -1.7062 -1.9835 1.4349  -0.0039
C -2.6661 -3.5848 1.7649  -0.0020
C -2.9614 -0.5854 1.3947  -0.0003
C -0.6152 -1.8263 2.9552  0.0004
H -2.2061 -5.1730 -2.1842  -0.0002
H -1.9606 -5.1339 -0.4389  0.0000
H -0.5694 -5.1692 -1.5309  0.0000
H -3.8635 -2.8780 -2.5037  0.0001
H -3.5920 -1.3700 -1.6122  0.0000
H -3.9838 -2.8597 -0.7453  0.0000
H -1.3759 -3.2396 -3.9634  0.0000
H 0.1911 -2.8288 -3.2475  0.0000
H -0.9732 -1.5565 -3.5695  0.0002
H 0.0347 -4.7193 0.8581  -0.0003
H 2.3747 -5.4682 1.1475  0.0003
H 4.2455 -3.9218 0.5569  -0.0003
H 3.6552 -1.6318 -0.2952  0.0000
H -3.3563 -3.8599 0.9680  0.0000
H -3.2523 -3.4386 2.6761  -0.0003
H -1.9999 -4.4306 1.9447  0.0000
H -3.9839 -0.9667 1.4301  0.0000
H -2.8421 0.0147 0.4933  0.0000
H -2.8227 0.0742 2.2540  0.0000
H 0.3303 -2.3620 2.8521  0.0000
H -1.1434 -2.2426 3.8175  0.0000
H -0.3828 -0.7914 3.1905  0.0000
O 2.3102 0.9129 3.0662  0.0091
C 1.4776 0.9051 2.1766  0.0052
O 1.6064 0.2024 1.0937  0.0162
C 0.2600 1.7870 2.3023  0.0029
C 0.1003 2.5024 3.4697  -0.0003
C -0.9806 3.3571 3.6362  0.0016
C -1.8993 3.5468 2.6171  -0.0004
C -1.7161 2.8573 1.4477  0.0007
C -0.6785 1.9121 1.2500  0.0035
O -0.6739 1.1999 0.1809  0.0110
N -2.6517 3.1227 0.3576  0.0003
O -2.1906 3.3647 -0.7367  0.0000
O -3.8390 3.1906 0.6335  0.0004
N -1.1499 4.0858 4.8828  0.0004
O -2.0935 4.8582 4.9703  0.0005
O -0.3275 3.9135 5.7661  0.0008
H 0.8368 2.3797 4.2506  -0.0001
H -2.7349 4.2224 2.7364  -0.0001
C -5.6983 0.4024 -2.9617  0.0000
C -4.8631 1.3288 -2.0788  0.0001
C -3.4136 1.2958 -2.4309  0.0004
N -2.5452 0.5815 -1.8226  0.0006
N -1.2740 0.6847 -2.3179  0.0023
C -1.2088 1.5069 -3.3291  0.0011
N -0.0724 1.8456 -3.9888  0.0005
S -2.7367 2.2126 -3.7451  0.0000
H -6.7481 0.4443 -2.6726  0.0000
H -5.3568 -0.6290 -2.8682  0.0000
H -5.6246 0.6887 -4.0122  0.0000
H -4.9395 1.0420 -1.0292  0.0000
H -5.2259 2.3561 -2.1508  0.0000
H 0.7179 1.2239 -3.7920  0.0000
H -0.1763 2.1608 -4.9380  0.0000
Cl 1.8660 -0.3270 -2.6080  0.0104
C 7.3828 0.9559 1.6079  0.0000
C 6.0975 1.3973 0.9604  -0.0001
C 5.7009 0.8772 -0.2694  0.0000
C 4.4914 1.2348 -0.8424  0.0000
C 3.6721 2.1419 -0.1817  0.0003
C 4.0481 2.6751 1.0377  0.0001
C 5.2596 2.3021 1.5990  0.0000
S 2.0420 2.5726 -0.7983  0.0010
C 2.5668 3.3104 -2.3488  0.0000
O 1.5422 3.6794 0.0604  -0.0005
H 8.0499 0.4875 0.8846  0.0000
H 7.1842 0.2305 2.3990  0.0000
H 7.9070 1.7978 2.0609  0.0000
H 6.3442 0.1700 -0.7811  0.0000
H 4.1769 0.7907 -1.7776  0.0000
H 3.3800 3.3599 1.5416  0.0000
H 5.5411 2.7021 2.5654  0.0000
H 3.2561 4.1240 -2.1322  0.0000
H 1.6616 3.6726 -2.8305  0.0000
H 3.0305 2.5412 -2.9616  0.0000

Cartesian forces (eV/Å) of the 3 atoms listed first:
0.1 -0.4 -0.1
0.0 0.0 0.0
0.0 0.0 0.1

LUMO (alpha / beta): 2.1067 / 2.1096 eV
Total charge: -1
2S+1: 3
F_max: 0.56 eV Å⁻¹

=====

2.
A molecular structure, C31H41GeN5OSbZn at a distorted geometry. Source: the OMol25 dataset; level of theory: ωB97M-V with the def2-TZVPD basis set.

Last column: Mulliken charge in e.
CARTESIAN COORDINATES (ANGSTROEM)
Zn -0.2813 -0.5863 -0.3021  -0.3385
C 0.6147 -1.9360 3.9735  -0.6151
N 0.5505 -3.0413 3.0623  -0.2885
C 0.5952 -2.8314 1.7094  0.1714
N 0.5813 -3.9458 0.9408  -0.2909
O 0.6938 -1.7094 1.2472  -0.5685
H 0.0596 -2.2802 4.8569  0.3156
H 0.1176 -1.0450 3.5543  0.1136
H 1.6626 -1.6750 4.1741  0.2406
H 0.6328 -3.9764 3.4077  0.1699
H 0.2492 -4.7992 1.3407  0.2025
H 0.4427 -3.7262 -0.0489  0.2826
C 6.8412 -1.6426 -1.2332  -0.7751
C 5.6989 -2.6355 -1.2962  -0.9838
Sb 3.6862 -1.8752 -0.7770  0.3913
C 3.8436 0.1926 -1.3205  -0.5400
C 4.4070 1.1114 -0.2379  -0.8440
C 4.0642 -1.7250 1.4109  -0.5951
C 5.4994 -1.8347 1.8833  -1.0400
H 7.7825 -2.0473 -1.5807  0.3956
H 7.0464 -1.2493 -0.2238  0.1078
H 6.6483 -0.7858 -1.9000  0.2112
H 5.8802 -3.5426 -0.7129  0.4192
H 5.6021 -2.9210 -2.3476  0.4127
H 2.8297 0.4253 -1.5749  0.1212
H 4.4217 0.2932 -2.2384  0.3873
H 3.6844 1.2060 0.5821  0.1766
H 4.5989 2.0967 -0.6071  0.4505
H 5.3585 0.7276 0.1861  0.1535
H 3.4510 -2.5716 1.7714  0.4251
H 3.6148 -0.7750 1.8003  0.2430
H 5.9774 -2.6768 1.3441  0.2225
H 5.5786 -2.1027 2.9663  0.3664
H 6.0564 -0.9002 1.7467  0.1718
C 0.2093 1.1693 -0.8334  -0.5837
Ge -1.4175 2.1011 -0.4952  1.6122
C -1.1991 4.0237 -0.5934  0.1126
C -0.3033 4.6628 -1.4415  -0.4393
C -0.2282 6.0590 -1.4398  -0.6221
C -1.0705 6.8010 -0.6042  -0.4245
C -1.9928 6.1557 0.2219  -0.7208
C -2.0523 4.7640 0.2234  -0.2560
C -2.1097 1.7638 1.3247  0.1147
C -2.9922 0.7143 1.5121  -0.6552
C -3.2402 0.1661 2.7826  -0.6408
C -2.5452 0.6169 3.8678  -0.3667
C -1.6425 1.6823 3.7049  -0.8578
C -1.4517 2.2380 2.4367  -0.1084
C -2.8288 1.6290 -1.7830  -0.2341
C -4.1914 1.9059 -1.6422  0.1032
C -5.1131 1.5241 -2.6051  -0.6101
C -4.6588 0.9580 -3.8098  -0.5414
C -3.2929 0.6892 -3.9416  -0.5004
C -2.4039 1.0591 -2.9697  -0.6732
H 0.3481 4.0652 -2.0340  0.4578
H 0.4344 6.5824 -2.1066  0.3895
H -1.0027 7.8676 -0.5849  0.3783
H -2.6504 6.7598 0.8572  0.3465
H -2.7602 4.2654 0.8661  0.2975
H -3.4830 0.3151 0.6504  0.4336
H -3.9547 -0.6564 2.8791  0.3674
H -2.7292 0.1845 4.8657  0.3251
H -1.1160 2.0727 4.5350  0.4596
H -0.6886 3.0101 2.3500  0.3032
H -4.5121 2.4356 -0.7486  0.3381
H -6.1519 1.7379 -2.4374  0.4107
H -5.3405 0.8075 -4.6376  0.3830
H -2.8782 0.2508 -4.8531  0.4298
H -1.3228 0.8978 -3.0919  0.3610
N -3.8085 -3.2498 -3.3481  -0.6218
C -3.2427 -3.1542 -2.0558  0.6006
C -2.0509 -2.5004 -1.8601  -0.6546
N -1.5256 -2.2217 -0.5765  0.7636
C -2.2483 -2.9407 0.3886  -0.2759
C -3.3325 -3.7000 0.0745  -0.4511
N -3.9503 -3.8244 -1.1299  -0.6580
H -3.7581 -2.3218 -3.7825  0.2889
H -4.7710 -3.5561 -3.2743  0.3035
H -1.5669 -2.0189 -2.7019  0.3227
H -2.0827 -2.7623 1.4206  0.3338
H -3.8202 -4.2446 0.8638  0.3866

Cartesian forces (eV/Å) of the 3 atoms listed first:
0.5 0.9 -0.5
-0.2 0.3 0.4
-0.3 0.0 -1.3

LUMO (alpha / beta): 1.6414 / 1.6463 eV
Total charge: -1
2S+1: 1
F_max: 4.01 eV Å⁻¹
Energy above the lowest of the compared OMol25 structures with the same formula, charge and spin: 0.263 eV

=====

| no. | molar mass (g/mol) |
| --- | --- |
| 1 | 832.4 |
| 2 | 759.5 |